(1)
This record from OMol25 describes a molecular structure, C5H12O3 in a non-equilibrium geometry. The level of theory is the ωB97M-V functional and the def2-TZVPD basis.

```
20
Properties=species:S:1:pos:R:3:nbo_charge:R:1
C 0.2401 1.3533 -0.4727 0.2152
C -0.4012 -0.2230 0.1502 -0.1629
C -1.0792 1.1781 0.1372 -0.4640
C -0.1349 -0.5929 1.6038 -0.6321
C -1.3612 -1.1896 -0.5410 -0.6190
O 2.4596 -0.6492 -0.3452 -0.4385
O 2.5040 -0.2836 -1.7418 -0.4774
O 1.3207 1.8074 0.1881 -0.6667
H 1.7531 -0.6691 -2.2188 0.4437
H 1.0750 2.5109 0.8047 0.4772
H 0.3748 1.3411 -1.5495 0.1911
H 1.3856 -1.2121 -0.2540 0.4630
H -1.8973 1.3632 -0.5496 0.2181
H -1.2420 1.7252 1.0629 0.2074
H 0.6015 0.0933 2.0267 0.2269
H -1.5711 -0.8523 -1.5555 0.2088
H 0.2755 -1.6026 1.6239 0.2006
H -1.0330 -0.6286 2.2248 0.2039
H -0.9477 -2.1966 -0.5684 0.2001
H -2.3224 -1.2731 -0.0260 0.2045
```

Summary:
Highest occupied orbital energy: -0.316 Ha
Total charge: 0
LUMO energy: 0.653 eV
Gap between HOMO and LUMO: 9.24 eV
Multiplicity: 1


(2)
This record from OMol25 describes a molecular structure, C5H12O3Ru in a non-equilibrium geometry. The level of theory is the ωB97M-V functional and the def2-TZVPD basis.

```
21
Properties=species:S:1:pos:R:3:mulliken_spin:R:1
C -2.2737 -1.6634 1.0773 0.0161
C -0.8508 -1.6585 1.4979 -0.0484
O -0.4883 -1.1922 2.6801 -0.0025
Ru 0.5901 -2.0232 4.0927 5.7011
H -2.8618 -0.8921 1.5880 -0.0007
H -2.6900 -2.6617 1.2778 -0.0038
H -2.3248 -1.4785 -0.0033 0.0003
H -0.1385 -2.3785 1.0680 0.0281
O -0.1962 -0.0207 0.7102 0.2314
H 0.0571 0.1011 1.9363 0.0008
C 0.5370 2.3334 -2.7018 0.0030
O 0.3201 1.2096 -1.8867 0.0098
C 1.2790 1.0691 -0.8714 0.0483
C 0.9868 -0.1650 -0.0540 0.0047
H -0.2519 2.3531 -3.4629 0.0002
H 0.4964 3.2673 -2.1149 -0.0003
H 1.5182 2.2780 -3.2046 -0.0004
H 1.2841 1.9638 -0.2205 0.0004
H 2.2926 0.9702 -1.3035 0.0059
H 1.8475 -0.3696 0.6026 0.0042
H 0.8673 -1.0420 -0.7072 0.0018
```

Summary:
Highest occupied orbital energy (spin up / spin down): -0.583 / -0.583 Ha
Total charge: +2
LUMO energy (spin up / spin down): -8.741 / -13.691 eV
Gap between HOMO and LUMO (spin up / spin down): 7.13 / 2.17 eV
Multiplicity: 7
<S²>: 12.0210


(3)
This record from OMol25 describes a single C5H12O3Si molecule in a non-equilibrium geometry. The level of theory is the ωB97M-V functional and the def2-TZVPD basis.

```
21
Properties=species:S:1:pos:R:3:nbo_charge:R:1
C 0.9471 1.9339 0.8452 -0.6477
C 0.9433 0.6839 0.0251 -0.1908
O 1.1426 0.7778 -1.3417 -0.7248
C 2.1108 -0.3210 0.6358 0.4067
O 2.7311 -1.1051 -0.0804 -0.5531
Si -0.7045 -0.4458 0.0600 1.8362
C -2.1911 0.5073 -0.7914 -1.1261
C -0.4428 -2.0829 -0.8965 -1.1065
O -1.2746 -0.6218 1.5357 -1.1373
H 0.4091 2.6216 0.2960 0.2335
H 0.3353 1.8120 1.8279 0.2202
H 1.9270 2.1989 1.2449 0.2114
H 1.9850 0.3479 -1.5014 0.4856
H 2.1816 -0.3038 1.7931 0.1216
H -1.9987 1.2558 -1.5861 0.2442
H -2.9311 -0.2170 -1.2298 0.2326
H -2.8196 1.1261 -0.0759 0.2425
H -1.4042 -2.1173 -1.2059 0.2238
H 0.3216 -1.9369 -1.6470 0.2546
H -0.1052 -2.9559 -0.2569 0.2416
H -1.1626 -1.1577 2.3493 0.5319
```

Summary:
Highest occupied orbital energy: -0.336 Ha
Total charge: 0
LUMO energy: 0.473 eV
Gap between HOMO and LUMO: 9.60 eV
Multiplicity: 1
SMILES: C[C@@](O)(C=O)[Si](C)(C)O


(4)
This record from OMol25 describes a single C5H12O4S4 molecule in a non-equilibrium geometry. The level of theory is the ωB97M-V functional and the def2-TZVPD basis.

```
25
Properties=species:S:1:pos:R:3:nbo_charge:R:1
C 2.8307 -1.5655 -0.1027 -0.2723
O 2.7036 -0.3583 0.6300 -0.6873
S 1.7010 0.6862 0.0091 2.5974
O 1.8435 0.7059 -1.4037 -0.9374
O 1.8324 1.8851 0.7531 -0.9033
O 0.3697 -0.1198 0.3995 -0.7881
C -0.9603 0.2034 0.0642 -0.1867
S -1.8270 0.7154 1.5963 0.2268
C -1.0526 2.3105 1.9460 -0.7609
S -1.7604 -1.2947 -0.5927 0.2407
C -1.7800 -2.3293 0.8973 -0.7402
S -1.0713 1.5885 -1.1012 0.2378
C -0.8561 0.8224 -2.7276 -0.7464
H 3.0248 -1.3385 -1.1528 0.2095
H 1.9051 -2.1426 -0.0231 0.1923
H 3.6609 -2.1168 0.3359 0.2072
H 0.0241 2.2310 1.8041 0.2549
H -1.2858 2.5271 2.9856 0.2364
H -1.4755 3.0684 1.2915 0.2227
H -0.7645 -2.4293 1.2724 0.2241
H -2.1733 -3.2911 0.5835 0.2355
H -2.4287 -1.8752 1.6409 0.2308
H 0.1587 0.4435 -2.8097 0.2449
H -1.0192 1.6305 -3.4340 0.2371
H -1.6000 0.0429 -2.8617 0.2244
```

Summary:
Highest occupied orbital energy: -0.321 Ha
Total charge: 0
LUMO energy: 0.528 eV
Gap between HOMO and LUMO: 9.25 eV
Multiplicity: 1
SMILES: COS(=O)(=O)OC(SC)(SC)SC


(5)
This record from OMol25 describes a single C5H12OS molecule in a non-equilibrium geometry. The level of theory is the ωB97M-V functional and the def2-TZVPD basis.

```
19
Properties=species:S:1:pos:R:3:nbo_charge:R:1
C 3.0661 0.9734 -0.2769 -0.7082
S 1.4743 0.7079 0.6495 0.1665
C 0.7669 -0.6998 -0.0270 -0.5914
C -0.5425 -1.1978 0.5493 -0.3902
C -1.5946 -0.1075 0.8805 -0.4458
C -1.8612 0.7534 -0.2663 -0.0880
O -2.1266 0.1458 -1.5369 -0.7197
H 3.1887 2.0381 -0.1165 0.2402
H 3.7209 0.2054 0.1200 0.2211
H 2.8581 0.6779 -1.3009 0.2125
H 0.6090 -0.3365 -1.0747 0.2142
H 1.4726 -1.5336 -0.0106 0.2179
H -1.0316 -1.8053 -0.2063 0.2131
H -0.2460 -1.6868 1.5325 0.2117
H -1.1998 0.4645 1.7064 0.2272
H -2.4496 -0.6926 1.2857 0.1997
H -2.6429 1.5466 -0.0307 0.1743
H -0.7926 1.1749 -0.5325 0.1918
H -2.6691 -0.6280 -1.3446 0.4529
```

Summary:
Highest occupied orbital energy: -0.302 Ha
Total charge: 0
LUMO energy: 0.941 eV
Gap between HOMO and LUMO: 9.17 eV
Multiplicity: 1
SMILES: CSCCCCO


(6)
This record from OMol25 describes 2 unconnected molecules or ions with the total composition C5H12OSSi in a non-equilibrium geometry. The level of theory is the ωB97M-V functional and the def2-TZVPD basis.

```
20
Properties=species:S:1:pos:R:3:nbo_charge:R:1
C -3.1297 0.6195 0.0440 -1.1125
Si -1.1706 0.5315 0.1597 1.8346
C -0.2931 -0.9014 1.0456 -1.1076
C -0.4969 0.6821 -1.6535 -1.1247
O -0.7656 1.8323 1.1218 -1.1114
H -3.4098 -0.3837 0.3267 0.2278
H -3.6573 1.1846 0.8902 0.2366
H -3.5994 0.8887 -0.8553 0.2328
H 0.6880 -1.1042 0.4545 0.2365
H -0.0723 -0.7818 2.0241 0.2381
H -0.9691 -1.7999 0.9791 0.2322
H 0.5020 1.1420 -1.6903 0.2438
H -0.4970 -0.3293 -2.1426 0.2362
H -1.2131 1.4019 -2.1485 0.2323
H -1.2119 2.6599 1.2279 0.5037
C 4.0473 -1.6015 -0.2911 -0.6277
C 3.5200 -0.5202 0.2369 -0.0562
S 3.0969 0.8593 0.8398 0.1744
H 5.1729 -1.9342 -0.0407 0.2646
H 3.4587 -2.4456 -0.5282 0.2465
```

Summary:
Highest occupied orbital energy: -0.318 Ha
Total charge: 0
LUMO energy: -0.243 eV
Gap between HOMO and LUMO: 8.41 eV
Multiplicity: 1
SMILES: C[Si](C)(C)O.C=C=S


(7)
This record from OMol25 describes a single C5H12OSi2 molecule in a non-equilibrium geometry. The level of theory is the ωB97M-V functional and the def2-TZVPD basis.

```
20
Properties=species:S:1:pos:R:3:nbo_charge:R:1
C -2.8977 -0.0306 -0.8776 -0.2833
C -1.9479 -0.9226 -0.4929 -0.6974
Si -0.0705 -0.5851 -0.3208 1.8032
C 1.4027 -0.9400 -1.5455 -1.0770
C 0.6962 -1.3441 1.2517 -0.6896
C 1.2850 -0.6132 2.1775 -0.3365
O 0.0736 1.4283 0.0538 -1.2630
Si 1.2107 2.5531 -0.0746 1.2794
H -3.9418 -0.0761 -0.6749 0.1935
H -2.7735 0.9400 -1.4417 0.2051
H -2.2833 -1.8035 0.0323 0.2279
H 2.1995 -0.2638 -1.2881 0.2473
H 1.7582 -1.9055 -1.4881 0.2347
H 1.0057 -0.7184 -2.5868 0.2350
H 0.3736 -2.3519 1.6055 0.2208
H 1.7898 -1.1518 2.9388 0.1900
H 1.6706 0.4804 1.9617 0.2067
H 0.5326 3.8398 0.2111 -0.2216
H 2.2655 2.3190 0.8359 -0.2415
H 1.5753 2.6974 -1.4860 -0.2336
```

Summary:
Highest occupied orbital energy: -0.366 Ha
Total charge: 0
LUMO energy: 0.427 eV
Gap between HOMO and LUMO: 10.38 eV
Multiplicity: 1
SMILES: C=C[Si](C)(C=C)O[SiH3]